DFT (ωB97M-V/def2-TZVPD) results for a structure of composition C55H44F2MnN5O2P2SSe2 in a non-equilibrium geometry.

The geometry in XYZ format:
```
114
Properties=species:S:1:pos:R:3:lowdin_spin:R:1
Mn 0.6422 -1.5027 -1.5359 4.458
O -0.2922 -2.9120 0.0096 0.059
C -0.1310 -4.2959 0.2569 0.006
C -0.9278 -5.1187 -0.7520 0.001
C -0.6855 -4.6306 -2.1832 0.005
C 0.7681 -4.6518 -2.5565 0.007
C 1.3631 -5.8697 -2.8507 0.001
C 2.6980 -5.9204 -3.2213 0.002
C 3.3822 -4.7155 -3.3393 0.001
C 2.7290 -3.5465 -3.0129 0.008
N 1.4545 -3.4976 -2.5916 0.050
H 0.0184 -2.4546 0.8267 0.003
H -0.4794 -4.5114 1.2781 0.001
H 0.9312 -4.5767 0.1933 0.000
H -1.9925 -5.0376 -0.5359 0.000
H -0.6324 -6.1651 -0.6544 0.000
H -1.0493 -3.6029 -2.2701 0.004
H -1.2395 -5.2682 -2.8764 0.000
H 0.7704 -6.7710 -2.7884 0.000
H 3.1840 -6.8640 -3.4164 0.000
H 4.4131 -4.6909 -3.6581 0.000
H 3.2439 -2.5968 -3.0813 0.001
F 5.4518 -3.0574 0.4941 0.000
C 4.6827 -2.0929 -0.0788 0.002
C 3.3268 -2.2992 -0.2421 0.022
C 2.5279 -1.3329 -0.8585 0.035
C 3.1612 -0.1227 -1.2472 0.017
C 4.5335 0.0311 -1.0976 0.001
F 5.1672 1.1521 -1.5335 0.000
C 5.3182 -0.9490 -0.5244 0.011
C 2.2163 0.9130 -1.6687 0.014
C 2.4637 2.2656 -1.6452 0.013
C 1.4256 3.1615 -2.0113 0.006
C 0.1717 2.7089 -2.1845 0.013
C -0.1185 1.2757 -1.8950 0.016
N 1.0013 0.3907 -1.9877 0.061
H 2.9078 -3.2180 0.1492 0.003
H 6.3811 -0.8195 -0.4206 0.001
H 3.4401 2.6458 -1.4031 0.002
H 1.6617 4.2026 -2.1638 0.000
H -0.6537 3.3396 -2.4620 0.001
H -0.9597 0.9014 -2.4966 0.002
Se -2.5921 4.6839 0.9587 0.001
P -1.7107 3.3535 2.3078 0.000
C -2.8407 2.8745 3.6462 0.000
C -2.3466 2.2978 4.8109 0.000
C -3.1946 1.9736 5.8472 0.000
C -4.5539 2.2111 5.7228 0.000
C -5.0560 2.7770 4.5593 0.000
C -4.2061 3.1116 3.5233 0.000
C -0.2894 4.2033 3.0695 0.000
C -0.3577 4.8215 4.3108 0.000
C 0.6802 5.6381 4.7247 0.000
C 1.7669 5.8593 3.8942 0.000
C 1.8280 5.2533 2.6491 0.000
C 0.8015 4.4272 2.2352 0.000
C -1.0226 1.9171 1.4623 0.001
C -0.4951 0.5916 1.5975 0.004
N -0.2005 0.1799 0.3319 0.029
N -0.5479 1.1919 -0.4530 0.005
N -1.0292 2.2088 0.1685 0.001
P 0.2883 -0.1462 3.0414 0.001
Se 1.0731 -2.0994 2.7660 0.002
C 1.6286 0.8841 3.6899 0.000
C 2.8995 0.6831 3.1332 0.000
C 3.9794 1.4078 3.5837 0.000
C 3.8109 2.3818 4.5643 0.000
C 2.5422 2.6451 5.0589 0.000
C 1.4615 1.9067 4.6290 0.000
C -1.0452 -0.3885 4.2498 0.000
C -0.7070 -0.7258 5.5580 0.000
C -1.6703 -1.2191 6.4150 0.000
C -2.9729 -1.3992 5.9703 0.000
C -3.3096 -1.0837 4.6644 0.000
C -2.3486 -0.5921 3.8021 0.000
H -1.2903 2.1078 4.8937 0.000
H -2.7875 1.5351 6.7464 0.000
H -5.2169 1.9581 6.5356 0.000
H -6.1152 2.9684 4.4693 0.000
H -4.5818 3.5739 2.6202 0.000
H -1.2191 4.6601 4.9457 0.000
H 0.6277 6.1163 5.6937 0.000
H 2.5618 6.5178 4.2144 0.000
H 2.6672 5.4415 1.9949 0.000
H 0.8248 3.9676 1.2544 0.000
H 3.0352 -0.0778 2.3759 0.000
H 4.9640 1.2127 3.1821 0.000
H 4.6616 2.9260 4.9470 0.000
H 2.3927 3.4274 5.7918 0.000
H 0.4945 2.0966 5.0626 0.000
H 0.3189 -0.6042 5.8847 0.000
H -1.4116 -1.4827 7.4312 0.000
H -3.7234 -1.7992 6.6362 0.000
H -4.3207 -1.2318 4.3108 0.000
H -2.6022 -0.3571 2.7767 0.000
C -3.1041 1.2058 -9.5757 0.000
C -3.7249 -0.1235 -9.8661 0.001
O -4.8823 -0.3483 -10.0892 0.000
S -2.4727 -1.4603 -9.9724 0.001
C -2.0381 -1.4836 -8.2366 0.008
C -0.7429 -1.2009 -7.8270 0.000
C -0.4256 -1.2452 -6.4875 0.010
C -1.3978 -1.5693 -5.5324 0.011
C -2.6889 -1.8828 -5.9666 0.009
C -3.0051 -1.8397 -7.3073 -0.001
C -1.0251 -1.5670 -4.1707 0.066
C -0.6271 -1.5176 -3.0142 0.020
H -3.8704 1.9348 -9.3217 0.000
H -2.5863 1.5309 -10.4794 0.000
H -2.3712 1.1319 -8.7752 0.000
H 0.0114 -0.9555 -8.5585 0.000
H 0.5818 -1.0341 -6.1593 0.001
H -3.4442 -2.1717 -5.2511 0.001
H -4.0034 -2.0900 -7.6327 0.000
```

Output
Charge: -1
Strongest force on any atom: 2.87 eV/Å
Multiplicity: 6
LUMO (spin up / spin down): 2.0 / 2.0 eV
ΔE to the lowest compared entry with this formula, charge and spin: 338.07 kJ/mol
HOMO energy (spin up / spin down): -2.641 / -3.988 eV
Calculated total energy: -9781.00744 a.u.

DFT (ωB97M-V/def2-TZVPD) results for a structure of composition C55H45KN9O2Si in a non-equilibrium geometry.

The geometry in XYZ format:
```
113
Properties=species:S:1:pos:R:3:lowdin_charge:R:1
K 14.4743 14.5914 14.1087 0.673
N 14.5437 18.2770 16.2980 0.132
C 13.2735 17.9310 15.8442 -0.288
C 12.2548 18.9140 16.1136 -0.011
C 10.9137 18.4142 16.2113 -0.056
C 10.6687 17.1009 15.8063 -0.100
C 11.6696 16.4485 15.1351 -0.135
N 13.0090 16.7736 15.1722 0.086
C 15.7614 17.6258 16.0751 -0.285
C 16.9002 18.3792 16.3101 -0.048
C 18.1160 17.7592 16.3361 -0.074
C 18.2253 16.3446 16.1361 -0.032
C 17.0152 15.7417 15.7704 -0.159
N 15.8416 16.3270 15.7287 0.064
H 14.7012 19.1792 16.6873 0.121
H 12.6023 19.9207 16.3698 0.099
H 10.1421 19.0101 16.6828 0.099
H 9.7266 16.6165 16.0196 0.097
H 11.5271 15.5828 14.5808 0.076
H 16.8064 19.4763 16.3034 0.120
H 19.0105 18.3741 16.4791 0.105
H 19.2402 15.8778 16.0800 0.114
H 17.0355 14.6426 15.5735 0.095
O 17.4227 12.6919 14.4896 -0.047
C 17.5021 13.2365 13.3658 -0.676
O 16.7321 14.1020 12.8795 -0.132
C 18.6733 12.8247 12.4783 -0.173
C 19.9699 12.8047 13.0307 -0.026
C 21.0648 12.4586 12.2685 -0.076
C 20.7974 11.9003 11.0004 -0.077
C 19.4980 12.0452 10.4651 -0.144
N 18.4728 12.4221 11.2265 0.107
H 20.0336 13.1687 14.0629 0.114
H 22.0403 12.6292 12.6945 0.094
H 21.4506 11.3831 10.3044 0.084
H 19.2412 11.8211 9.4017 0.108
N 12.0305 14.4869 11.4389 0.106
C 11.9008 13.4500 10.5302 -0.239
C 10.6599 12.8832 10.1002 -0.030
C 10.7362 11.7894 9.2423 -0.132
C 11.9167 11.2209 8.8641 -0.078
C 13.1351 11.6832 9.3820 -0.183
C 14.3630 11.0905 9.0336 -0.015
C 15.5343 11.5666 9.5925 -0.018
C 15.3974 12.5775 10.5698 -0.087
N 14.2589 13.1922 10.8498 0.132
C 13.1297 12.8160 10.2149 -0.195
H 11.3269 15.2176 11.4740 0.100
H 13.0095 14.8241 11.4160 0.068
H 9.6720 13.2661 10.4543 0.113
H 9.8197 11.5021 8.7610 0.091
H 11.9462 10.5447 7.9910 0.112
H 14.3489 10.1947 8.4465 0.103
H 16.4842 11.2611 9.2290 0.083
H 16.1912 12.8114 11.1815 0.035
C 13.7555 22.5442 12.9377 -0.129
C 13.3602 21.3318 13.5299 -0.125
C 13.5861 20.1578 12.8537 -0.122
C 14.1912 20.1830 11.5638 -0.330
C 14.6117 21.3644 11.0393 -0.145
C 14.4069 22.5643 11.7220 -0.113
Si 14.9626 18.5863 10.8639 0.727
C 16.6147 19.1007 10.0630 -0.334
C 17.6509 19.5043 10.9328 -0.131
C 18.9788 19.5164 10.4476 -0.117
C 19.2600 19.3329 9.0662 -0.112
C 18.1590 19.3315 8.1603 -0.105
C 16.8657 19.1693 8.6731 -0.107
C 13.9380 18.1270 9.3062 -0.336
C 13.9569 16.7699 8.9867 -0.156
C 13.4376 16.3084 7.7945 -0.106
C 12.4916 17.1091 7.1536 -0.115
C 12.2800 18.3710 7.6801 -0.141
C 13.0114 18.9295 8.6800 -0.117
H 13.6145 23.4633 13.5508 0.095
H 12.7686 21.3148 14.4235 0.066
H 13.2649 19.2189 13.2699 0.059
H 15.1087 21.4747 10.0891 0.097
H 14.9504 23.4684 11.3414 0.108
H 17.3969 19.6596 11.9913 0.088
H 19.7817 19.5928 11.1640 0.076
H 20.3422 19.2131 8.8357 0.089
H 18.3037 19.4702 7.1309 0.065
H 16.0753 18.9560 7.9720 0.086
H 14.4396 16.0217 9.5953 0.068
H 13.7691 15.3466 7.3918 0.099
H 12.0254 16.8482 6.2076 0.088
H 11.4941 18.9322 7.2172 0.083
H 12.9145 19.9533 8.9331 0.086
N 9.9853 11.0075 19.2107 0.163
C 9.0385 10.0479 19.5817 -0.170
C 8.0696 9.9969 20.6152 -0.025
C 7.3236 8.8206 20.7311 -0.107
C 7.5416 7.7676 19.8535 -0.096
C 8.5509 7.7604 18.8802 -0.020
C 9.1607 8.9565 18.6510 -0.211
N 10.1040 9.3408 17.6617 0.181
C 10.5198 10.5436 18.0084 -0.289
C 11.5976 11.2042 17.3683 -0.182
C 12.1863 10.5836 16.2723 -0.001
C 12.9938 11.3527 15.4212 -0.124
N 13.3628 12.6187 15.6101 -0.008
C 13.0636 13.1036 16.8716 -0.093
C 12.1598 12.4322 17.7618 -0.004
H 9.9557 11.9762 19.4080 0.135
H 7.8916 10.9470 21.1826 0.118
H 6.5814 8.8177 21.4943 0.090
H 7.0679 6.8549 20.1399 0.089
H 8.6459 7.0005 18.1287 0.110
H 12.0925 9.4910 16.0451 0.133
H 13.2847 10.8837 14.4652 0.126
H 13.5254 14.0593 17.0754 0.098
H 12.1641 12.7615 18.8506 0.130
```

Output
Charge: -1
Strongest force on any atom: 3.66 eV/Å
LUMO: 0.8 eV
ΔE to the lowest compared entry with this formula, charge and spin: 328.08 kJ/mol
HOMO energy: -2.426 eV
Calculated total energy: -3655.60393 a.u.

Among the records above, which one has the lowest calculated total energy? C55H44F2MnN5O2P2SSe2

Which of these has the lowest ΔE to the lowest compared entry with this formula, charge and spin? C55H45KN9O2Si

The lowest ΔE to the lowest compared entry with this formula, charge and spin belongs to which entry? C55H45KN9O2Si

The highest calculated total energy belongs to which entry? C55H45KN9O2Si